96
Properties=species:S:1:pos:R:3 method="wB97M-V/def2-TZVPD" homo_lumo_gap_ev=7.25 e_above_lowest_ev=1.432 largest_force_ev_per_a=2.81 e_lumo_ev=-0.27
Bi -1.715 -0.965 -0.269
O -0.533 -4.903 1.110
C -1.124 -3.938 0.597
N -1.309 -2.713 1.080
C -0.864 -2.369 2.397
C -1.073 -3.276 3.470
C -0.907 -2.858 4.764
C -0.483 -1.546 4.983
C -0.263 -0.652 3.947
C -0.394 -1.086 2.609
N -0.350 -0.225 1.488
C 0.498 0.818 1.444
O 1.329 1.112 2.265
C 0.415 1.732 0.253
C 1.428 2.642 0.158
C 1.354 3.622 -0.832
C 0.312 3.587 -1.786
C -0.622 2.554 -1.587
N -0.605 1.639 -0.628
C -1.717 -4.126 -0.807
C -1.689 -5.317 -1.444
C -2.279 -5.417 -2.690
C -2.841 -4.345 -3.285
C -2.853 -3.163 -2.578
N -2.302 -3.068 -1.378
H -1.321 -4.303 3.205
H -1.000 -3.599 5.578
H -0.453 -1.244 6.032
H 0.248 0.339 4.078
H 2.210 2.670 0.841
H 2.144 4.355 -0.910
H 0.189 4.309 -2.662
H -1.447 2.598 -2.269
H -1.327 -6.141 -0.928
H -2.393 -6.339 -3.257
H -3.310 -4.490 -4.245
H -3.436 -2.304 -2.950
C 3.559 2.903 -3.447
C 3.928 1.475 -4.004
C 3.790 1.535 -5.536
C 5.376 1.107 -3.634
C 2.954 0.490 -3.315
C 1.633 0.595 -3.609
C 0.773 -0.262 -2.878
Br -0.967 -0.447 -3.672
C 1.104 -1.038 -1.790
O 0.205 -1.803 -1.163
C 2.532 -1.129 -1.528
C 3.358 -0.329 -2.282
C 3.005 -2.319 -0.682
C 4.558 -2.489 -0.605
C 2.456 -3.529 -1.437
C 2.543 -2.072 0.713
H 4.135 3.736 -3.956
H 3.633 2.939 -2.379
H 2.498 3.186 -3.711
H 4.592 2.139 -5.965
H 2.829 1.994 -5.842
H 3.956 0.509 -5.876
H 5.988 1.870 -4.135
H 5.766 0.150 -3.924
H 5.660 1.273 -2.603
H 1.217 1.268 -4.309
H 4.456 -0.508 -2.192
H 4.980 -2.408 -1.551
H 4.723 -3.459 -0.172
H 4.981 -1.684 0.041
H 2.989 -3.562 -2.395
H 1.377 -3.407 -1.481
H 2.649 -4.484 -0.973
H 3.036 -1.146 1.154
H 2.896 -2.948 1.372
H 1.454 -2.046 0.801
C -4.307 -0.760 4.134
C -3.688 -1.227 2.976
N -3.571 -0.427 1.888
C -4.149 0.786 1.963
C -4.698 1.341 3.109
C -4.813 0.532 4.207
C -5.387 2.664 3.158
C -4.952 3.918 3.114
C -3.653 4.474 3.028
C -3.435 5.825 3.300
C -2.190 6.306 3.046
N -1.150 5.553 2.669
C -1.498 4.295 2.434
N -2.655 3.718 2.677
H -4.242 -1.373 4.992
H -3.316 -2.240 2.724
H -4.092 1.461 1.058
H -5.297 0.888 5.096
H -6.420 2.523 3.335
H -5.809 4.563 3.225
H -4.175 6.505 3.758
H -1.940 7.358 3.068
H -0.704 3.630 2.209

105
Properties=species:S:1:pos:R:3 method="wB97M-V/def2-TZVPD" charge=+2 homo_lumo_gap_ev=8.49 e_above_lowest_ev=1.149 largest_force_ev_per_a=0.90 e_lumo_ev=-5.14
Y -0.613 -0.462 -0.143
N 1.496 -0.923 1.145
S 2.289 -0.215 2.179
N 1.405 0.364 3.426
S 1.139 1.799 3.947
N 0.298 2.812 3.134
S -0.997 2.355 2.231
N -0.771 1.409 1.150
C -2.203 1.865 3.452
C -2.174 0.539 3.855
C -3.029 0.121 4.862
C -3.917 1.021 5.437
C -3.947 2.342 5.014
C -3.081 2.777 4.021
C -1.557 3.949 1.703
C -1.022 5.141 2.164
C -1.531 6.333 1.665
C -2.559 6.319 0.734
C -3.089 5.115 0.287
C -2.586 3.918 0.767
C 0.413 1.460 5.529
C 0.571 0.223 6.136
C 0.031 0.035 7.400
C -0.650 1.068 8.028
C -0.796 2.300 7.404
C -0.255 2.508 6.146
C 2.572 2.768 4.341
C 3.309 2.426 5.470
C 4.446 3.158 5.769
C 4.825 4.218 4.955
C 4.065 4.557 3.844
C 2.926 3.835 3.528
C 3.386 -1.306 3.054
C 3.625 -2.549 2.491
C 4.468 -3.433 3.152
C 5.059 -3.068 4.351
C 4.814 -1.815 4.903
C 3.972 -0.928 4.256
C 3.292 1.143 1.610
C 2.660 2.018 0.734
C 3.390 3.060 0.186
C 4.732 3.214 0.509
C 5.350 2.326 1.378
C 4.635 1.275 1.932
H -1.474 -0.147 3.393
H -3.002 -0.906 5.201
H -4.589 0.693 6.219
H -4.646 3.039 5.457
H -3.099 3.809 3.697
H -0.226 5.141 2.895
H -1.122 7.274 2.008
H -2.952 7.252 0.353
H -3.893 5.110 -0.436
H -2.983 2.969 0.425
H 1.098 -0.573 5.627
H 0.147 -0.920 7.894
H -1.068 0.914 9.015
H -1.327 3.102 7.898
H -0.357 3.465 5.650
H 2.990 1.624 6.123
H 5.026 2.912 6.648
H 5.709 4.791 5.197
H 4.358 5.389 3.218
H 2.328 4.088 2.666
H 3.163 -2.823 1.555
H 4.663 -4.406 2.722
H 5.718 -3.759 4.859
H 5.281 -1.532 5.837
H 3.786 0.049 4.676
H 1.621 1.872 0.467
H 2.915 3.736 -0.512
H 5.305 4.016 0.063
H 6.400 2.435 1.612
H 5.135 0.563 2.573
N -1.243 -2.412 1.404
N -2.457 -2.584 2.074
C -3.532 -1.812 1.761
N -4.671 -2.150 2.373
S -3.464 -0.493 0.730
H -1.067 -3.181 0.763
H -0.469 -2.383 2.063
H -2.596 -3.457 2.559
H -4.755 -2.951 2.977
H -5.501 -1.623 2.162
C -1.912 -4.201 -4.677
C -1.994 -2.802 -4.143
C -2.379 -1.727 -4.941
C -2.390 -0.438 -4.433
C -2.020 -0.290 -3.114
Br -1.929 1.434 -2.303
N -1.674 -1.285 -2.316
C -1.648 -2.519 -2.831
H -2.626 -4.355 -5.484
H -2.110 -4.935 -3.898
H -0.913 -4.394 -5.072
H -2.660 -1.897 -5.972
H -2.665 0.414 -5.036
H -1.314 -3.305 -2.165
F 1.596 -2.290 -2.680
Te 2.287 -1.436 -1.159
F 3.755 -0.902 -0.097
F 3.524 -0.890 -2.429
F 2.902 -3.111 -0.691
F 0.491 -2.358 -0.573
O 1.199 0.019 -1.343

98
Properties=species:S:1:pos:R:3 method="wB97M-V/def2-TZVPD" homo_lumo_gap_ev=8.90 largest_force_ev_per_a=1.35 e_lumo_ev=-0.48
C -2.770 -0.479 -2.461
N -3.071 -0.862 -1.069
C -4.324 -0.256 -0.596
C -3.029 -2.216 -0.794
O -3.735 -2.732 0.047
C -1.989 -3.059 -1.528
C -1.113 -3.800 -0.547
C -1.496 -4.930 0.187
C -2.839 -5.620 0.076
F -3.481 -5.385 -1.075
F -3.650 -5.310 1.090
F -2.660 -6.963 0.136
C -0.626 -5.514 1.114
C 0.647 -5.026 1.351
C 1.046 -3.945 0.592
C 0.191 -3.355 -0.332
C 0.944 -2.229 -0.970
O 0.522 -1.271 -1.551
N 2.353 -2.400 -0.652
C 2.350 -3.226 0.551
O 3.224 -3.234 1.364
H -1.698 -0.522 -2.639
H -3.319 -1.069 -3.200
H -3.054 0.565 -2.584
H -5.189 -0.746 -1.052
H -4.393 -0.327 0.486
H -4.316 0.797 -0.871
H -2.490 -3.752 -2.204
H -1.353 -2.435 -2.141
H -0.956 -6.378 1.677
H 1.299 -5.481 2.086
H 2.818 -2.942 -1.378
C 0.165 4.694 -1.535
C -0.363 4.312 -2.757
C -1.366 3.354 -2.768
N -1.846 2.775 -1.670
C -1.328 3.154 -0.502
C -0.328 4.107 -0.381
H 0.954 5.433 -1.480
H -0.008 4.744 -3.682
H -1.807 3.027 -3.704
H -1.735 2.664 0.376
H 0.059 4.375 0.592
C 5.548 2.855 -1.790
C 5.865 4.119 -1.317
C 4.943 4.774 -0.515
N 3.765 4.256 -0.172
C 3.476 3.041 -0.634
C 4.326 2.302 -1.443
H 6.241 2.311 -2.419
H 6.807 4.589 -1.563
H 5.157 5.763 -0.124
H 2.510 2.645 -0.342
H 4.034 1.320 -1.787
C -4.062 7.181 -4.634
C -3.496 6.104 -3.972
C -3.506 6.099 -2.585
N -4.034 7.078 -1.850
C -4.572 8.107 -2.502
C -4.612 8.208 -3.885
H -4.071 7.222 -5.716
H -3.052 5.282 -4.517
H -3.075 5.275 -2.029
H -4.986 8.893 -1.880
H -5.058 9.073 -4.357
C -0.582 -9.079 5.683
C 0.756 -8.799 5.905
C 1.269 -7.596 5.442
N 0.539 -6.690 4.791
C -0.746 -6.974 4.587
C -1.354 -8.146 5.007
H -1.017 -10.008 6.029
H 1.400 -9.495 6.425
H 2.312 -7.352 5.595
H -1.314 -6.216 4.057
H -2.403 -8.321 4.808
C -0.444 11.632 -0.846
C -0.745 12.826 -1.481
C -1.671 12.810 -2.512
N -2.290 11.708 -2.931
C -1.989 10.568 -2.313
C -1.080 10.476 -1.269
H 0.272 11.603 -0.035
H -0.273 13.753 -1.184
H -1.934 13.726 -3.031
H -2.502 9.687 -2.676
H -0.881 9.520 -0.803
C 6.310 -9.927 3.366
C 6.379 -8.632 3.855
C 5.386 -8.201 4.721
N 4.365 -8.962 5.109
C 4.311 -10.202 4.628
C 5.253 -10.731 3.760
H 7.066 -10.302 2.688
H 7.184 -7.968 3.573
H 5.406 -7.194 5.125
H 3.467 -10.800 4.955
H 5.158 -11.748 3.404